Density functional theory data (wB97M-V/def2-TZVPD) for an isolated molecule of C5H10N2O in a non-equilibrium geometry.

- lowest unoccupied orbital energy (eV) = 1.0
- energy above the lowest of the compared OMol25 structures with the same formula, charge and spin (kcal per mole) = 64.4
- DFT total energy (eV) = -10372.5139
- E_HOMO (eV) = -8.06
- SMILES = C=C=C(N)[C@@H](N)OC

Last column: natural (NBO) charge in e.
Atoms and positions in Å:
1 C -2.55 0.36 -0.23  -0.4595
2 C -1.40 -0.25 -0.16  0.0245
3 C -0.32 -0.96 0.09  0.0504
4 N -0.27 -2.36 0.04  -0.8131
5 C 1.01 -0.27 0.09  0.2286
6 N 1.99 -1.01 -0.61  -0.8276
7 O 0.76 1.11 -0.51  -0.5724
8 C 0.48 2.17 0.37  -0.2476
9 H -2.99 0.64 -1.18  0.2082
10 H -3.12 0.61 0.65  0.2052
11 H 0.47 -2.75 0.61  0.3830
12 H -1.16 -2.81 0.18  0.3800
13 H 1.36 -0.07 1.12  0.1691
14 H 1.65 -1.28 -1.53  0.3776
15 H 2.86 -0.50 -0.70  0.3765
16 H -0.52 2.07 0.79  0.1697
17 H 1.20 2.20 1.19  0.1555
18 H 0.55 3.09 -0.20  0.1920

---

Density functional theory data (wB97M-V/def2-TZVPD) for an isolated molecule of C23H30N4O5 in a non-equilibrium geometry.

- lowest unoccupied orbital energy (eV) = 0.8
- energy above the lowest of the compared OMol25 structures with the same formula, charge and spin (kcal per mole) = 4.1
- DFT total energy (eV) = -40536.8145
- E_HOMO (eV) = -8.86
- SMILES = CCc1ccccc1N(CC(=O)NC[C@H]1CCCO1)C(=O)CCC(=O)Nc1cc(C)on1

Last column: natural (NBO) charge in e.
Atoms and positions in Å:
1 C 1.78 2.25 4.88  -0.5896
2 C 2.74 2.02 3.71  -0.4245
3 C 3.00 0.55 3.53  -0.0401
4 C 3.99 -0.08 4.27  -0.2035
5 C 4.21 -1.44 4.18  -0.2010
6 C 3.42 -2.21 3.34  -0.2144
7 C 2.43 -1.60 2.58  -0.2398
8 C 2.23 -0.23 2.67  0.2093
9 N 1.19 0.36 1.90  -0.4886
10 C -0.18 0.01 2.22  -0.3034
11 C -0.75 -0.79 1.03  0.7156
12 O -0.05 -1.57 0.42  -0.7002
13 N -2.04 -0.58 0.78  -0.5870
14 C -2.71 -1.07 -0.41  -0.2672
15 C -3.31 0.13 -1.16  0.0904
16 C -4.12 -0.29 -2.39  -0.4313
17 C -5.53 -0.44 -1.81  -0.4343
18 C -5.55 0.66 -0.76  -0.0636
19 O -4.22 0.81 -0.29  -0.5518
20 C 1.37 1.01 0.72  0.7073
21 O 0.42 1.44 0.10  -0.6310
22 C 2.79 1.08 0.20  -0.4969
23 C 3.06 -0.15 -0.67  -0.4741
24 C 2.32 -0.03 -1.99  0.6974
25 O 2.78 0.58 -2.93  -0.6148
26 N 1.12 -0.68 -2.02  -0.6297
27 C 0.25 -0.68 -3.08  0.3283
28 C 0.39 -0.05 -4.35  -0.3722
29 C -0.75 -0.39 -5.00  0.3360
30 C -1.26 -0.06 -6.36  -0.6591
31 O -1.51 -1.16 -4.21  -0.2887
32 N -0.88 -1.34 -3.01  -0.2051
33 H 1.61 3.31 5.03  0.2122
34 H 0.83 1.76 4.69  0.2017
35 H 2.20 1.84 5.80  0.2063
36 H 2.31 2.45 2.81  0.2162
37 H 3.68 2.54 3.91  0.2129
38 H 4.61 0.52 4.94  0.2111
39 H 4.99 -1.90 4.76  0.2154
40 H 3.58 -3.27 3.26  0.2177
41 H 1.80 -2.18 1.92  0.2445
42 H -0.19 -0.61 3.12  0.2346
43 H -0.77 0.92 2.38  0.2181
44 H -2.54 0.16 1.25  0.4098
45 H -3.50 -1.77 -0.12  0.1870
46 H -1.98 -1.57 -1.05  0.2681
47 H -2.50 0.83 -1.40  0.2019
48 H -4.10 0.50 -3.13  0.2100
49 H -3.73 -1.20 -2.83  0.2359
50 H -5.64 -1.42 -1.34  0.2019
51 H -6.31 -0.32 -2.56  0.2185
52 H -5.88 1.61 -1.20  0.1646
53 H -6.20 0.43 0.09  0.1830
54 H 3.51 1.12 1.02  0.2299
55 H 2.89 1.98 -0.41  0.2466
56 H 2.77 -1.06 -0.14  0.2226
57 H 4.13 -0.19 -0.90  0.2394
58 H 0.76 -1.13 -1.18  0.4548
59 H 1.21 0.55 -4.68  0.2646
60 H -1.53 -0.98 -6.89  0.2331
61 H -2.15 0.56 -6.29  0.2308
62 H -0.49 0.47 -6.92  0.2343

---

Density functional theory data (wB97M-V/def2-TZVPD) for C4H5NO as an isolated structure.

- lowest unoccupied orbital energy (eV) = -0.2
- energy above the lowest of the compared OMol25 structures with the same formula, charge and spin (kcal per mole) = 105.6
- DFT total energy (eV) = -7761.9486
- E_HOMO (eV) = -8.82

Last column: natural (NBO) charge in e.
Atoms and positions in Å:
1 O -2.03 0.82 0.24  -0.4983
2 C -0.94 0.34 0.08  0.5838
3 C 0.06 0.52 -1.09  -0.6930
4 C 1.07 -0.55 -0.67  0.2809
5 N 1.23 -0.30 0.74  -0.6528
6 C -0.20 -0.72 0.88  -0.3775
7 H -0.42 0.38 -2.06  0.2498
8 H 0.56 1.50 -1.07  0.2593
9 H -0.26 -1.61 0.20  0.2538
10 H 1.24 0.71 0.95  0.3376
11 H -0.50 -1.03 1.88  0.2564

---

Density functional theory data (wB97M-V/def2-TZVPD) for an isolated molecule of C3H7FN4.

- lowest unoccupied orbital energy (eV) = 0.7
- energy above the lowest of the compared OMol25 structures with the same formula, charge and spin (kcal per mole) = 0.0
- DFT total energy (eV) = -11902.6634
- E_HOMO (eV) = -8.88
- SMILES = [H]/N=C(/N)N/C(CF)=N/[H]

Last column: natural (NBO) charge in e.
Atoms and positions in Å:
1 H 1.79 -2.23 -0.19  0.3330
2 N 2.33 -1.36 -0.11  -0.7574
3 C 1.59 -0.33 0.01  0.5852
4 N 2.12 0.91 0.18  -0.8288
5 N 0.17 -0.40 0.08  -0.6284
6 C -0.76 0.60 -0.02  0.4250
7 C -2.19 0.09 0.09  -0.0123
8 F -2.26 -1.28 -0.04  -0.3569
9 N -0.47 1.84 -0.16  -0.7437
10 H -1.31 2.43 -0.23  0.3529
11 H 1.50 1.70 -0.02  0.4284
12 H 3.10 0.97 -0.07  0.4029
13 H -0.23 -1.33 0.07  0.4184
14 H -2.58 0.35 1.08  0.1927
15 H -2.80 0.59 -0.69  0.1889

---

Density functional theory data (wB97M-V/def2-TZVPD) for a 2-piece molecular cluster, C15H18O5S overall.

- lowest unoccupied orbital energy (eV) = -0.8
- DFT total energy (eV) = -36918.9002
- E_HOMO (eV) = -9.85
- SMILES = CCC1=CC(=O)c2ccccc2C1=O.CCOS(C)(=O)=O

Last column: natural (NBO) charge in e.
Atoms and positions in Å:
1 C 1.45 4.77 -2.31  -0.5968
2 C 0.71 3.54 -2.86  -0.4368
3 C 1.17 2.30 -2.17  -0.0112
4 C 0.38 1.47 -1.48  -0.2558
5 C 0.95 0.29 -0.81  0.5174
6 O 0.33 -0.73 -0.63  -0.5225
7 C 2.35 0.45 -0.34  -0.0522
8 C 2.81 -0.22 0.78  -0.1863
9 C 4.13 0.00 1.20  -0.1923
10 C 4.95 0.88 0.50  -0.1945
11 C 4.50 1.53 -0.65  -0.1591
12 C 3.19 1.31 -1.05  -0.1499
13 C 2.62 1.96 -2.26  0.5302
14 O 3.27 2.18 -3.25  -0.5035
15 H 2.46 4.54 -2.01  0.2059
16 H 1.51 5.56 -3.05  0.2197
17 H 0.94 5.14 -1.42  0.2087
18 H -0.34 3.67 -2.64  0.2119
19 H 0.82 3.46 -3.94  0.2363
20 H -0.68 1.68 -1.41  0.2280
21 H 2.17 -0.89 1.33  0.2361
22 H 4.50 -0.51 2.07  0.2204
23 H 5.96 1.05 0.84  0.2187
24 H 5.15 2.20 -1.19  0.2311
25 C -1.88 -2.53 0.53  -0.6494
26 C -3.38 -2.60 0.37  -0.0764
27 O -4.01 -3.47 1.35  -0.7266
28 S -4.21 -2.90 2.82  2.3886
29 C -5.34 -4.13 3.38  -0.8871
30 O -4.87 -1.64 2.74  -0.9432
31 O -2.99 -3.03 3.55  -0.9359
32 H -1.60 -2.03 1.46  0.2213
33 H -1.44 -1.98 -0.30  0.2482
34 H -1.45 -3.53 0.56  0.2122
35 H -3.84 -1.61 0.42  0.1974
36 H -3.64 -3.04 -0.59  0.1928
37 H -6.25 -4.06 2.79  0.2501
38 H -5.54 -3.93 4.43  0.2525
39 H -4.87 -5.11 3.26  0.2523

---

What did we get for Kohn-Sham gap? Answer: 9.1 9.6 8.6 9.6 9.0 eV, in the order shown.